(1)
Density functional theory data (wB97M-V/def2-TZVPD) for an isolated ion of composition C14H28FN2O3 and charge +1.

Each line ends with the natural charge from an NBO analysis.
Element x y z (Å)
1 C -3.259 3.683 2.069  -0.247
2 O -3.534 2.320 1.857  -0.530
3 C -2.651 1.763 0.916  -0.044
4 C -3.103 0.378 0.540  -0.416
5 C -1.927 -0.446 -0.003  -0.397
6 C -2.329 -1.482 -1.062  -0.404
7 C -1.716 -1.254 -2.436  -0.392
8 C -0.190 -1.197 -2.439  -0.398
9 C 0.487 -2.577 -2.489  -0.404
10 C 1.615 -2.753 -1.483  -0.391
11 C 1.198 -2.417 -0.038  -0.397
12 C 1.633 -1.031 0.450  -0.461
13 C 2.857 -1.085 1.339  -0.215
14 N 3.617 0.228 1.247  -0.578
15 C 2.667 1.357 1.627  0.827
16 O 2.290 1.422 2.761  -0.380
17 N 2.370 2.174 0.519  -0.770
18 C 2.570 3.554 0.750  0.966
19 O 2.861 4.093 1.788  -0.493
20 F 2.454 4.186 -0.412  -0.285
21 H -2.193 3.854 2.212  0.154
22 H -3.597 4.265 1.216  0.171
23 H -3.771 4.012 2.960  0.203
24 H -2.627 2.398 0.028  0.162
25 H -1.644 1.753 1.348  0.133
26 H -3.517 -0.105 1.417  0.222
27 H -3.884 0.445 -0.205  0.208
28 H -1.478 -0.942 0.850  0.194
29 H -1.203 0.269 -0.387  0.173
30 H -2.043 -2.471 -0.715  0.196
31 H -3.405 -1.465 -1.159  0.222
32 H -2.119 -0.368 -2.911  0.208
33 H -2.013 -2.085 -3.069  0.212
34 H 0.130 -0.639 -1.567  0.168
35 H 0.128 -0.624 -3.300  0.215
36 H -0.249 -3.358 -2.353  0.207
37 H 0.907 -2.688 -3.480  0.221
38 H 1.929 -3.787 -1.500  0.224
39 H 2.465 -2.137 -1.760  0.181
40 H 0.122 -2.479 0.036  0.228
41 H 1.587 -3.184 0.624  0.216
42 H 1.889 -0.448 -0.432  0.201
43 H 0.796 -0.569 0.954  0.241
44 H 2.566 -1.192 2.374  0.243
45 H 3.521 -1.902 1.102  0.240
46 H 3.879 0.346 0.269  0.448
47 H 4.432 0.234 1.860  0.464
48 H 1.480 1.950 0.087  0.454

energy	-26804.7270	eV
net charge	+1
SMILES	COCCCCCCCCCCC[NH2+]C(=O)NC(=O)F
highest occupied orbital energy	-0.4425	hartree
Kohn-Sham gap	7.60	eV
energy relative to the best compared isomer or geometry (same formula, charge and spin)	0.000	eV
E_LUMO	-4.4	eV
largest force on an atom	2.81	eV/Å

---

(2)
Density functional theory data (wB97M-V/def2-TZVPD) for a 40-piece molecular cluster, H80O40 overall.

Each line ends with the Mulliken charge.
Element x y z (Å)
1 H -2.749 -0.779 1.144  0.204
2 H -2.239 0.082 -0.016  0.606
3 O -2.985 0.003 0.610  -0.545
4 H -2.288 -4.311 -0.676  0.411
5 H -2.419 -5.423 -1.837  0.239
6 O -1.890 -4.724 -1.458  -0.629
7 H 3.268 0.702 -0.344  0.117
8 H 2.331 0.874 -1.590  0.100
9 O 2.599 1.260 -0.753  -0.068
10 H -5.530 0.138 -1.824  0.314
11 H -5.431 -0.413 -0.465  0.305
12 O -5.858 -0.630 -1.312  -0.664
13 H -0.504 -0.838 -6.362  0.425
14 H -0.860 -2.372 -6.380  0.264
15 O -1.082 -1.537 -5.961  -0.627
16 H 3.193 -1.257 -1.053  0.198
17 O 3.705 -1.108 -1.869  -0.673
18 H -4.237 2.648 0.663  0.312
19 O -4.193 3.571 0.445  -0.647
20 H 5.221 4.627 0.930  0.297
21 H 4.778 3.026 0.543  0.327
22 O 5.050 3.929 0.296  -0.723
23 H -0.969 -4.318 1.902  0.318
24 H -0.142 -3.485 2.969  0.227
25 O -0.567 -3.464 2.071  -0.539
26 H 1.193 -1.184 -6.281  0.299
27 H 1.703 0.201 -5.885  0.468
28 O 1.082 -0.249 -6.481  -0.761
29 H -1.756 3.012 -0.718  0.051
30 H -1.157 4.327 -0.594  0.369
31 O -1.039 3.530 -1.136  -0.754
32 H -3.004 -3.196 -3.333  0.288
33 O -2.249 -3.175 -3.941  -0.671
34 H -0.440 4.821 3.476  0.314
35 H 0.899 4.949 2.813  0.259
36 O -0.051 4.909 2.598  -0.616
37 H -4.891 -2.249 1.373  0.232
38 H -6.144 -3.005 1.912  0.260
39 O -5.611 -2.839 1.134  -0.617
40 H 3.471 3.808 3.869  0.247
41 H 3.061 2.433 4.127  0.345
42 O 2.962 3.318 4.525  -0.689
43 H 2.308 2.462 2.065  0.504
44 H 2.782 0.914 2.423  0.284
45 O 2.959 1.852 2.452  -0.651
46 H 0.066 3.054 1.515  0.080
47 H 1.103 3.220 0.273  0.033
48 O 0.924 2.844 1.136  0.191
49 H 3.333 5.493 0.411  0.303
50 H 1.908 5.574 0.732  0.328
51 O 2.750 5.553 1.201  -0.631
52 H 0.223 4.297 6.087  0.367
53 O 0.228 3.539 5.484  -0.633
54 H 2.735 -5.311 0.050  0.302
55 H 2.421 -4.422 1.163  0.314
56 O 2.795 -4.377 0.267  -0.641
57 H -0.262 2.461 -2.496  0.396
58 O 0.261 1.643 -2.528  0.053
59 H -0.294 -1.068 6.535  0.289
60 H -1.631 -0.373 6.937  0.278
61 O -0.799 -0.256 6.460  -0.570
62 H -2.831 -5.294 1.035  0.292
63 H -3.876 -5.059 2.002  0.371
64 O -3.391 -5.809 1.626  -0.662
65 H -2.432 -2.307 0.120  -0.157
66 H -3.744 -3.062 0.353  0.111
67 O -2.794 -3.106 0.508  0.119
68 H 3.195 3.811 -2.375  0.283
69 H 4.257 3.851 -1.372  0.336
70 O 4.059 3.427 -2.223  -0.611
71 H 5.861 -3.034 0.531  0.294
72 H 4.881 -2.550 -0.565  0.296
73 O 5.751 -2.378 -0.172  -0.623
74 H 2.181 -2.915 5.725  0.265
75 H 1.394 -1.608 6.073  0.333
76 O 1.312 -2.520 5.777  -0.580
77 H 2.392 -1.204 2.245  0.249
78 H 3.831 -1.359 2.329  0.253
79 O 3.125 -1.003 2.887  -0.555
80 H -0.241 -4.493 -0.059  0.276
81 H 0.630 -5.338 -0.997  0.365
82 O 0.668 -4.862 -0.149  -0.511
83 H -2.392 2.240 -4.443  0.256
84 H -2.554 2.618 -3.020  0.269
85 O -1.863 2.298 -3.633  -0.511
86 H -4.063 3.542 -1.469  0.290
87 H -4.938 2.872 -2.572  0.237
88 O -4.029 3.001 -2.276  -0.563
89 H -5.184 -2.157 -1.964  0.394
90 O -5.072 -3.094 -1.690  -0.618
91 H -0.987 -1.626 0.182  0.088
92 H -0.714 -0.908 -1.276  0.368
93 O -0.692 -0.880 -0.323  -0.595
94 H 1.205 3.749 5.271  0.322
95 H 4.086 -0.227 -1.847  0.321
96 H 0.210 1.357 -1.577  -0.070
97 H -3.998 4.253 1.080  0.280
98 H -2.359 -2.314 -4.372  0.326
99 H -5.926 -3.354 -1.328  0.242
100 O -3.040 -1.673 2.633  -0.675
101 H -2.487 -2.471 2.683  0.365
102 H -2.519 -0.974 3.045  0.285
103 O 0.891 5.346 -1.373  -0.685
104 H 1.615 4.978 -1.885  0.403
105 H 0.393 4.520 -1.206  0.074
106 O 1.798 0.338 5.672  -0.611
107 H 1.077 0.918 5.424  0.333
108 H 2.604 0.432 5.166  0.257
109 O 0.586 1.878 -4.992  -0.722
110 H 0.095 2.469 -4.435  0.330
111 H 0.310 0.960 -5.170  0.362
112 O -0.573 -2.805 -1.696  -0.407
113 H -0.712 -3.686 -1.290  -0.081
114 H -0.923 -3.013 -2.562  0.280
115 O 2.256 -2.068 0.313  -0.478
116 H 2.075 -3.014 0.522  0.252
117 H 1.659 -1.752 -0.376  0.401
118 O 2.815 0.588 -4.655  -0.762
119 H 2.292 1.309 -4.322  0.415
120 H 3.098 0.117 -3.869  0.315

energy	-83196.9092	eV
highest occupied orbital energy	-0.3762	hartree
Kohn-Sham gap	9.67	eV
energy relative to the best compared isomer or geometry (same formula, charge and spin)	8.906	eV
E_LUMO	-0.6	eV
largest force on an atom	3.65	eV/Å

---

(3)
Density functional theory data (wB97M-V/def2-TZVPD) for C3H12FeN6O7P as an isolated structure.

Each line ends with the natural charge from an NBO analysis.
Element x y z (Å)
1 Fe 12.037 11.591 4.172  1.492
2 P 12.496 12.206 6.335  2.474
3 O 11.172 11.459 5.990  -1.292
4 O 12.525 13.275 5.200  -1.294
5 O 13.508 11.280 5.612  -1.306
6 O 12.824 12.680 7.771  -1.212
7 C 10.139 9.274 3.608  0.666
8 O 11.166 9.880 3.441  -0.736
9 N 9.399 9.521 4.647  -0.833
10 N 9.810 8.328 2.855  -0.918
11 H 8.628 8.919 4.898  0.352
12 H 9.819 10.090 5.368  0.473
13 H 10.285 8.139 1.984  0.371
14 H 8.837 8.090 2.985  0.332
15 C 14.499 10.670 2.404  0.730
16 O 13.520 11.286 2.646  -0.663
17 N 15.299 10.144 3.265  -0.831
18 N 15.076 10.500 1.263  -0.858
19 H 15.303 10.549 4.191  0.449
20 H 16.092 9.565 3.029  0.350
21 H 15.851 9.853 1.243  0.356
22 H 14.520 10.642 0.432  0.370
23 C 10.712 13.637 2.201  0.659
24 O 10.791 12.687 2.947  -0.711
25 N 9.951 13.509 1.123  -1.052
26 N 11.088 14.864 2.562  -0.839
27 H 9.588 14.323 0.648  0.307
28 H 9.864 12.568 0.767  0.365
29 H 11.790 14.944 3.283  0.450
30 H 10.907 15.553 1.845  0.349

spin multiplicity	6
energy	-70257.3725	eV
expectation value of S²	8.761
net charge	-2
highest occupied orbital energy (spin up / spin down)	0.1058 / 0.0135	hartree
Kohn-Sham gap (spin up / spin down)	2.21 / 4.73	eV
E_LUMO (spin up / spin down)	5.1 / 5.1	eV
largest force on an atom	7.10	eV/Å